# 1
{
  "formula": "C41H44BaF3N7O2S2Sb",
  "method": "ωB97M-V/def2-TZVPD",
  "elements": ["Ba", "C", "C", "C", "C", "C", "C", "N", "N", "C", "C", "C", "C", "C", "N", "H", "H", "H", "H", "H", "H", "H", "H", "H", "F", "C", "F", "F", "C", "C", "C", "C", "N", "C", "S", "H", "H", "H", "C", "C", "C", "C", "C", "C", "C", "S", "O", "O", "N", "C", "C", "C", "C", "C", "N", "H", "H", "H", "H", "H", "H", "H", "H", "H", "H", "H", "C", "Sb", "C", "C", "H", "H", "H", "H", "H", "H", "H", "H", "H", "C", "N", "C", "C", "C", "C", "C", "C", "C", "C", "H", "H", "H", "H", "H", "H", "H", "H", "H", "H", "H", "H"],
  "coordinates": [[-0.0845, -0.7634, -0.5097], [-4.7812, 3.3365, -0.5805], [-4.3293, 3.9980, -1.7183], [-2.9831, 4.0009, -2.0338], [-2.1008, 3.3403, -1.1849], [-2.5301, 2.6911, -0.0435], [-3.8901, 2.6839, 0.2538], [-0.6871, 3.2130, -1.4620], [-0.3555, 3.7431, -2.5301], [1.0675, 3.5869, -2.8354], [1.5798, 4.5893, -3.6582], [2.9170, 4.5207, -4.0019], [3.6609, 3.4419, -3.5385], [3.0353, 2.4881, -2.7536], [1.7549, 2.5508, -2.3884], [-5.8405, 3.3219, -0.3544], [-5.0363, 4.4952, -2.3704], [-2.6196, 4.4799, -2.9299], [-1.8372, 2.1441, 0.5852], [-4.2279, 2.1477, 1.1305], [0.9265, 5.3818, -3.9914], [3.3664, 5.2836, -4.6245], [4.7061, 3.3210, -3.7898], [3.5853, 1.6209, -2.4061], [-3.8399, -0.5470, -5.1276], [-3.0168, -1.5999, -4.9214], [-3.0179, -2.3037, -6.0930], [-3.5927, -2.4006, -4.0085], [-1.6214, -1.1804, -4.5480], [-0.5824, -1.5211, -5.3793], [0.7179, -1.1398, -5.0667], [0.8956, -0.4347, -3.8960], [-0.0956, -0.1122, -3.0691], [-1.3846, -0.4445, -3.3549], [-2.5997, 0.0511, -2.2321], [-0.7869, -2.0856, -6.2792], [1.5527, -1.3820, -5.7082], [1.8814, -0.0878, -3.5947], [-2.2628, -4.9646, 4.5257], [-1.7432, -4.7538, 3.1301], [-0.5874, -5.4116, 2.6976], [-0.0578, -5.1710, 1.4453], [-0.7110, -4.2709, 0.6133], [-1.8768, -3.6355, 0.9889], [-2.3809, -3.8775, 2.2656], [0.0683, -3.8417, -0.9299], [-0.9154, -2.9988, -1.6214], [0.5456, -5.0073, -1.6331], [1.2026, -2.8861, -0.3401], [2.3012, -2.4002, -1.0349], [2.9356, -3.0672, -2.0922], [4.0752, -2.5090, -2.6265], [4.5557, -1.3059, -2.1118], [3.8462, -0.7155, -1.0847], [2.7350, -1.2156, -0.5425], [-2.4131, -6.0225, 4.7483], [-3.2110, -4.4472, 4.6653], [-1.5595, -4.5701, 5.2624], [-0.0842, -6.0973, 3.3703], [0.8613, -5.6408, 1.1231], [-2.3709, -2.9426, 0.3226], [-3.2608, -3.3383, 2.5937], [2.5290, -3.9961, -2.4615], [4.5868, -3.0129, -3.4373], [5.4577, -0.8394, -2.4834], [4.1875, 0.2171, -0.6477], [4.0014, 2.5376, 0.9548], [1.8866, 2.9524, 0.9540], [1.9468, 3.5910, 2.9999], [2.1466, 4.8881, 0.0720], [4.5149, 3.3432, 1.4828], [4.3940, 2.4840, -0.0603], [4.2100, 1.5961, 1.4611], [2.7234, 4.3475, 3.1230], [2.1742, 2.7316, 3.6284], [0.9887, 3.9979, 3.3188], [2.7131, 5.5126, 0.7649], [1.1974, 5.3717, -0.1494], [2.7097, 4.7868, -0.8552], [1.0684, -1.8298, 2.8705], [0.9548, -0.8956, 3.9729], [0.3822, -1.5414, 5.1359], [0.2426, 0.3356, 3.5974], [-1.2255, 0.1852, 3.2521], [-2.1442, 0.3440, 4.2916], [-3.4995, 0.1304, 4.0867], [-3.9218, -0.2435, 2.8189], [-2.9875, -0.3802, 1.7961], [-1.6005, -0.1801, 1.9381], [1.6990, -2.6724, 3.1694], [1.5634, -1.3502, 2.0209], [0.1009, -2.2304, 2.5305], [1.0257, -2.3707, 5.4409], [-0.6306, -1.9391, 4.9613], [0.3193, -0.8321, 5.9641], [0.7763, 0.7371, 2.7307], [0.3749, 1.0432, 4.4246], [-1.7929, 0.6434, 5.2762], [-4.2090, 0.2586, 4.8966], [-4.9767, -0.4146, 2.6256], [-3.3850, -0.6446, 0.8134]],
  "fmax_ha_per_bohr": 0.062,
  "e_above_lowest_kj_mol": 226.9,
  "gap_ev": 6.145,
  "total_charge": -1,
  "lumo_ev": 1.784
}

# 2
{
  "formula": "C41H44ClIrN7O3S",
  "method": "ωB97M-V/def2-TZVPD",
  "elements": ["Ir", "C", "C", "C", "C", "C", "C", "C", "C", "C", "S", "C", "N", "H", "H", "H", "H", "H", "H", "H", "H", "Cl", "C", "C", "C", "C", "N", "C", "H", "H", "H", "H", "O", "C", "O", "C", "C", "C", "C", "C", "C", "H", "H", "H", "H", "H", "C", "C", "N", "C", "C", "C", "C", "N", "H", "H", "H", "H", "H", "H", "H", "H", "H", "H", "H", "H", "H", "H", "C", "C", "C", "C", "C", "N", "C", "O", "N", "C", "C", "C", "C", "N", "C", "C", "C", "H", "H", "H", "H", "H", "H", "H", "H", "H", "H", "H", "H", "H"],
  "coordinates": [[0.4206, -0.5696, -1.4197], [2.9704, 1.5238, 1.7016], [1.1254, 2.3995, -0.3903], [0.7263, 3.3433, 0.5781], [-0.5981, 3.6039, 0.7747], [-1.5647, 2.9707, -0.0345], [-2.9399, 3.2958, -0.0255], [-3.8039, 2.6915, -0.9035], [-3.3467, 1.7309, -1.8100], [-2.0116, 1.3604, -1.8317], [-1.4129, 0.2217, -2.9801], [-1.0962, 1.9931, -0.9336], [0.2214, 1.6928, -1.0493], [3.4137, 2.4678, 2.0450], [4.0523, 0.9331, 0.0471], [1.9121, 1.5191, 1.9635], [1.4883, 3.8722, 1.1326], [-0.9141, 4.3268, 1.5171], [-3.2950, 4.0481, 0.6682], [-4.8486, 2.9695, -0.9187], [-4.0382, 1.2646, -2.4995], [2.3516, -5.8794, -1.1625], [2.2755, -4.4694, -2.1468], [3.2413, -4.2130, -3.1058], [3.1114, -3.0642, -3.8688], [2.0555, -2.2079, -3.6216], [1.1399, -2.4428, -2.6755], [1.2407, -3.5681, -1.9659], [4.0676, -4.8965, -3.2450], [3.8279, -2.8345, -4.6444], [1.9222, -1.3039, -4.2035], [0.4782, -3.7663, -1.2246], [2.0934, -1.6218, -0.2021], [1.4377, -1.4494, 0.8645], [0.5323, -0.5622, 0.9008], [1.6353, -2.3738, 2.0097], [2.5758, -3.3971, 1.9011], [2.6726, -4.3550, 2.8953], [1.8284, -4.2988, 3.9972], [0.8928, -3.2795, 4.1110], [0.7984, -2.3153, 3.1205], [3.2075, -3.4292, 1.0240], [3.3985, -5.1531, 2.8075], [1.8994, -5.0583, 4.7651], [0.2141, -3.2464, 4.9521], [0.0668, -1.5212, 3.1980], [5.7555, 3.2400, -1.1654], [4.6438, 3.6409, -0.1819], [3.2797, 3.5122, -0.6437], [2.6787, 4.6631, -1.3007], [3.4915, 5.3090, -2.4233], [2.6268, 2.1978, -0.6891], [2.8559, 1.5771, -2.0808], [3.1293, 1.2671, 0.2814], [6.7159, 3.5826, -0.7753], [5.6059, 3.6807, -2.1484], [5.8153, 2.1561, -1.2770], [4.7838, 4.6877, 0.1022], [4.7811, 3.0489, 0.7252], [2.4741, 5.4432, -0.5512], [1.7197, 4.3596, -1.7207], [4.4399, 5.7056, -2.0635], [2.9165, 6.1470, -2.8211], [3.6851, 4.6066, -3.2354], [2.4324, 2.2094, -2.8602], [2.3976, 0.5815, -2.1374], [3.9231, 1.4585, -2.2550], [3.4426, 0.7063, 2.2449], [-6.9741, 1.3365, -0.3400], [-5.9930, 0.6468, 0.5702], [-5.1837, 1.3625, 1.4438], [-4.2843, 0.7214, 2.2773], [-4.1761, -0.6664, 2.2758], [-3.2613, -1.2305, 3.1942], [-2.7463, -2.4849, 3.3706], [-2.2414, -2.8155, 4.4232], [-2.8174, -3.3917, 2.3083], [-2.5122, -3.1803, 0.9662], [-2.8625, -4.1471, 0.0248], [-2.5543, -3.9381, -1.3054], [-1.8646, -2.7927, -1.6618], [-1.4881, -1.8829, -0.7593], [-1.8372, -2.0465, 0.5153], [-5.0107, -1.3972, 1.4342], [-5.8902, -0.7403, 0.5883], [-6.8961, 2.4193, -0.2491], [-7.9961, 1.0472, -0.0923], [-6.8002, 1.0614, -1.3820], [-5.2636, 2.4425, 1.4854], [-3.6699, 1.3007, 2.9580], [-3.0660, -0.6460, 3.9922], [-2.7294, -4.3423, 2.6321], [-3.3808, -5.0437, 0.3429], [-2.8366, -4.6561, -2.0626], [-1.5925, -2.6013, -2.6908], [-1.5417, -1.2644, 1.2008], [-5.0147, -2.4750, 1.4597], [-6.5348, -1.3281, -0.0552]],
  "fmax_ha_per_bohr": 0.012,
  "spin_multiplicity": 5,
  "e_above_lowest_kj_mol": 106.1,
  "gap_ev": [7.127, 5.060],
  "total_charge": 1,
  "lumo_ev": [-2.944, -5.170]
}

# 3
{
  "formula": "C41H44ClN6O2OsS",
  "method": "ωB97M-V/def2-TZVPD",
  "elements": ["Os", "C", "O", "C", "C", "C", "C", "C", "C", "C", "N", "C", "C", "N", "C", "C", "C", "C", "N", "C", "C", "N", "C", "C", "C", "C", "H", "H", "H", "H", "H", "H", "H", "H", "H", "H", "H", "H", "H", "H", "C", "C", "C", "C", "C", "C", "C", "C", "N", "C", "C", "C", "C", "H", "H", "H", "H", "H", "H", "H", "H", "H", "H", "H", "H", "H", "H", "H", "H", "H", "H", "Cl", "C", "C", "C", "C", "N", "C", "H", "H", "H", "H", "O", "S", "C", "C", "C", "C", "H", "H", "H", "H", "H", "H", "H", "H"],
  "coordinates": [[0.8118, 0.8957, -1.1684], [-5.0457, -8.2379, 7.0169], [-3.7784, -7.4674, 7.0922], [-3.5189, -6.3997, 6.4605], [-4.3759, -5.7794, 5.5057], [-4.0379, -4.7681, 4.7635], [-2.7917, -4.1045, 4.9295], [-1.9097, -4.6229, 5.9352], [-2.2729, -5.7087, 6.6656], [-2.2936, -3.0848, 4.0955], [-2.7249, -3.0449, 2.7466], [-1.9002, -2.1224, 2.2316], [-1.0701, -1.4574, 3.1662], [-1.4037, -2.0994, 4.3352], [-0.2479, -0.3661, 2.8142], [0.5007, 0.4051, 3.6952], [1.3334, 1.4376, 3.2690], [1.4471, 1.6378, 1.8858], [0.7531, 0.8872, 1.0198], [-0.1673, -0.0753, 1.4625], [-0.9513, -0.7655, 0.4323], [-0.8076, -0.2843, -0.8570], [-1.6545, -0.8899, -1.7591], [-2.6571, -1.8353, -1.4512], [-2.7676, -2.2053, -0.1346], [-1.9170, -1.7041, 0.8276], [-4.7905, -9.0807, 7.6702], [-5.0439, -8.4908, 5.9818], [-5.7818, -7.5406, 7.4228], [-5.4464, -6.0794, 5.4180], [-4.6989, -4.3812, 4.0772], [-0.9557, -4.1921, 6.1614], [-1.5055, -6.0625, 7.4271], [-1.1655, -1.7379, 5.2538], [0.4064, 0.0634, 4.7419], [1.8051, 2.1202, 3.9049], [2.0948, 2.4125, 1.4313], [-1.5088, -0.5603, -2.8177], [-3.2157, -2.3549, -2.1703], [-3.4632, -3.0323, 0.0789], [3.4086, -3.0137, -1.6944], [3.2852, -1.7753, -2.5361], [4.3258, -1.3623, -3.3503], [4.2263, -0.2082, -4.1734], [5.2893, 0.2606, -5.0960], [3.0695, 0.5395, -4.1180], [1.9809, 0.0415, -3.3763], [2.0388, -1.1449, -2.6699], [0.8024, 0.8622, -3.1174], [0.1352, 1.6970, -4.1109], [-1.3601, 1.7452, -3.8624], [0.6424, 3.2402, -3.9226], [0.3398, 1.2162, -5.5255], [4.4404, -3.3564, -1.5675], [2.8556, -3.8444, -2.1171], [3.0254, -2.8752, -0.7060], [5.2575, -1.9242, -3.2876], [4.9378, 0.2623, -6.1097], [6.2104, -0.3269, -4.9859], [5.5736, 1.2399, -4.8227], [3.0613, 1.4758, -4.7287], [1.1342, -1.5121, -2.1550], [-1.4948, 1.9910, -2.8314], [-1.8719, 0.8023, -4.0423], [-1.9551, 2.5196, -4.4316], [0.1754, 3.5919, -3.0348], [0.2684, 3.8302, -4.7513], [1.7250, 3.3362, -3.9527], [0.1721, 0.1570, -5.5228], [1.2734, 1.5409, -6.0391], [-0.5161, 1.6094, -6.1652], [6.4201, 1.3821, -1.1624], [4.9350, 2.2483, -1.1509], [4.8697, 3.6475, -1.1108], [3.6298, 4.1938, -1.0885], [2.5275, 3.3827, -1.1161], [2.5877, 2.0982, -1.1281], [3.7781, 1.4608, -1.1836], [5.7931, 4.2394, -1.0611], [3.4191, 5.2563, -1.1267], [1.5176, 3.8415, -1.0787], [3.8381, 0.3894, -1.1840], [-0.5335, 2.9797, -0.8483], [-1.6707, 3.1799, 0.1848], [-1.2496, 4.5952, 1.1989], [-1.6648, 5.8727, 0.4647], [-3.0104, 5.5611, -0.0758], [-2.8935, 4.1653, -0.8316], [-0.1902, 4.5822, 1.5039], [-1.9453, 4.3895, 2.0524], [-0.9748, 6.2650, -0.3047], [-1.6941, 6.6930, 1.1874], [-3.4074, 6.2861, -0.8454], [-3.7594, 5.4706, 0.7005], [-2.3285, 4.3258, -1.7645], [-3.7332, 3.5549, -0.9881]],
  "fmax_ha_per_bohr": 0.087,
  "spin_multiplicity": 5,
  "e_above_lowest_kj_mol": 29.0,
  "gap_ev": [6.052, 4.574],
  "total_charge": 3,
  "lumo_ev": [-8.074, -10.272]
}